{"formula": "C7H9BrF3IrNO8S", "method": "ωB97M-V with the def2-TZVPD basis set", "symbols": ["Ir", "O", "C", "C", "N", "C", "C", "O", "O", "C", "C", "O", "O", "H", "H", "H", "H", "H", "H", "H", "H", "H", "Br", "F", "C", "F", "F", "S", "O", "O", "O"], "xyz": [[0.17159, 0.08145, -0.14747], [1.11700, 1.65639, 0.80767], [2.47316, 1.29410, 1.10325], [2.37010, -0.09497, 1.69415], [1.57482, -1.01675, 0.80447], [0.79796, -1.96053, 1.65262], [-0.42517, -1.21694, 2.22584], [-0.90320, -1.54780, 3.27200], [-0.84748, -0.16982, 1.50916], [2.40939, -1.58908, -0.28340], [2.55473, -0.56903, -1.42533], [3.49735, -0.60527, -2.16299], [1.58035, 0.33845, -1.50694], [0.97758, 2.45763, 0.19567], [2.87420, 1.98799, 1.84111], [3.08369, 1.33711, 0.20183], [1.83647, -0.02765, 2.64165], [3.35089, -0.53622, 1.87344], [1.40398, -2.35778, 2.46555], [0.43622, -2.77807, 1.03076], [1.88857, -2.45707, -0.68554], [3.39397, -1.88568, 0.07516], [-0.85081, -1.75472, -1.30493], [-0.60591, 3.90261, -3.70319], [-0.82012, 2.67630, -3.23363], [-1.91575, 2.17817, -3.79704], [0.21745, 1.90611, -3.53499], [-1.05180, 2.75833, -1.41005], [0.21561, 3.28167, -0.90729], [-2.21800, 3.53592, -1.19027], [-1.23768, 1.31381, -1.04807]], "multiplicity": 2, "gap_ev": [9.56, 7.03], "mol_weight_g_mol": 596.3, "homo_ev": [-10.6, -10.5], "energy_ha": -4304.99742, "charge": 0, "s2": 0.754}

{"formula": "C7H9CdNO2", "method": "ωB97M-V with the def2-TZVPD basis set", "symbols": ["Cd", "C", "H", "H", "H", "H", "H", "O", "C", "O", "C", "C", "C", "C", "C", "N", "H", "H", "H", "H"], "xyz": [[-0.12762, -0.04968, -0.07592], [-2.08291, 0.05648, 0.64410], [-2.16895, -0.51856, 1.55732], [-2.33114, 1.09942, 0.81050], [-2.65449, -0.37871, -0.16950], [-0.70272, 0.10156, -1.73688], [-0.52683, 0.90832, -1.54078], [2.19801, 0.83513, 3.05650], [1.60893, 0.53337, 2.00891], [0.33225, 0.60740, 1.92894], [2.49295, 0.06521, 0.80142], [3.87715, -0.01840, 0.88794], [4.61120, -0.44019, -0.22574], [3.98351, -0.77737, -1.42461], [2.59993, -0.68865, -1.49474], [1.94813, -0.28293, -0.37509], [4.35151, 0.24588, 1.81599], [5.68785, -0.50371, -0.15017], [4.53533, -1.10223, -2.28760], [2.03605, -0.93614, -2.40196]], "multiplicity": 1, "gap_ev": 7.27, "mol_weight_g_mol": 251.6, "homo_ev": -7.7, "energy_ha": -644.97764, "charge": 0}

{"formula": "C7H9Cl", "method": "ωB97M-V with the def2-TZVPD basis set", "symbols": ["C", "C", "C", "C", "C", "C", "C", "Cl", "H", "H", "H", "H", "H", "H", "H", "H", "H"], "xyz": [[0.22460, -1.78521, -3.42182], [-0.33324, -1.10662, -2.60976], [-1.27813, -0.47700, 0.66597], [-0.94819, 0.40794, -0.45450], [0.01885, 0.34627, 0.64553], [0.11226, 1.56336, 1.54125], [1.32056, -0.40273, 0.48498], [-1.80676, 1.69531, -1.11303], [0.60625, -2.35101, -4.23107], [-2.08985, -0.19627, 1.32593], [-1.18534, -1.54447, 0.53211], [0.51698, 1.27918, 2.51083], [-0.86636, 2.01227, 1.68535], [0.76994, 2.31024, 1.09996], [1.21842, -1.18735, -0.25916], [1.61599, -0.84385, 1.43513], [2.10402, 0.27995, 0.16232]], "multiplicity": 1, "gap_ev": [7.55, 7.51], "mol_weight_g_mol": 128.6, "homo_ev": [-9.1, -9.1], "energy_ha": -732.05603, "charge": 0}

{"formula": "C7H9Cl2NO4Rh2", "method": "ωB97M-V with the def2-TZVPD basis set", "symbols": ["Rh", "Rh", "Cl", "Cl", "C", "C", "C", "O", "O", "O", "C", "N", "C", "C", "C", "O", "H", "H", "H", "H", "H", "H", "H", "H", "H"], "xyz": [[-0.22183, -1.27797, -5.07968], [-0.60394, -1.15016, -1.77407], [-0.72783, 0.43736, -3.49444], [0.22860, -2.68869, -3.27077], [-0.74295, -2.21723, -0.33245], [-0.62670, -0.15801, -6.48952], [0.21590, -2.67672, -6.21242], [-0.84501, -2.88464, 0.62221], [-0.94405, 0.51394, -7.38091], [0.47650, -3.57951, -6.89511], [0.56332, 1.80860, 3.92064], [-0.02372, 1.42417, 2.63802], [-1.15262, 2.17161, 2.12993], [0.34248, 0.32840, 1.91598], [1.42258, -0.57671, 2.43282], [-0.25571, 0.11148, 0.84075], [0.11452, 2.75841, 4.23729], [1.65427, 1.94780, 3.83504], [0.38289, 1.05182, 4.70620], [-0.94600, 2.52061, 1.10936], [-2.05366, 1.54000, 2.11689], [-1.31764, 3.02837, 2.78324], [1.00170, -1.56830, 2.63787], [2.18894, -0.69090, 1.65987], [1.86995, -0.17372, 3.34327]], "multiplicity": 9, "gap_ev": [5.82, 4.46], "mol_weight_g_mol": 447.9, "homo_ev": [-20.9, -24.7], "energy_ha": -1767.20644, "charge": 4, "s2": 20.031}

{"formula": "C7H9ClOS", "method": "ωB97M-V with the def2-TZVPD basis set", "symbols": ["C", "C", "C", "O", "Cl", "C", "C", "C", "C", "S", "H", "H", "H", "H", "H", "H", "H", "H", "H"], "xyz": [[-1.41061, -0.19896, 1.42890], [-1.82060, -0.09859, -0.01005], [-0.68055, -0.68899, -0.83045], [-0.43621, -1.90594, -0.32295], [-1.25447, -0.93463, -2.57714], [0.64143, 0.03649, -0.85143], [1.64138, -0.18606, 0.06916], [2.56840, 0.83363, 0.08438], [2.23738, 1.84627, -0.79036], [0.86810, 1.49175, -1.67445], [-0.45506, 0.29429, 1.70949], [-2.28138, 0.20206, 2.04317], [-1.28179, -1.30085, 1.86616], [-2.78826, -0.63618, -0.23242], [-2.00704, 0.97044, -0.25591], [-1.34190, -2.29689, -0.13887], [1.51350, -1.04507, 0.65676], [3.43890, 0.87812, 0.78727], [2.84879, 2.73909, -0.96126]], "multiplicity": 1, "gap_ev": 9.66, "smiles": "CC[C@@](O)(Cl)c1cccs1", "mol_weight_g_mol": 176.7, "homo_ev": -8.9, "energy_ha": -1205.72385, "charge": 0}

{"formula": "C7H9IO2", "method": "ωB97M-V with the def2-TZVPD basis set", "symbols": ["O", "C", "C", "C", "O", "C", "H", "H", "H", "H", "C", "C", "C", "I", "H", "H", "H", "H", "H"], "xyz": [[0.33296, -0.17145, -0.85105], [0.59833, -1.32888, -0.68023], [1.13009, -2.35288, -1.51941], [1.55393, -3.31806, -0.69556], [1.24112, -3.23275, 0.61088], [0.57798, -1.97600, 0.70741], [1.39426, -2.31686, -2.59993], [1.81553, -4.36556, -0.88899], [1.01141, -1.30606, 1.52939], [-0.37321, -2.05848, 1.31336], [-1.36938, 1.85488, 1.50522], [-1.35706, 2.18944, 0.22603], [-0.49293, 3.24060, -0.29540], [-2.60495, 1.19645, -1.18174], [-1.90972, 0.93410, 1.81805], [-0.86149, 2.39221, 2.22930], [0.21916, 3.42766, 0.54241], [-0.98499, 4.17493, -0.49908], [0.07894, 3.01671, -1.27066]], "multiplicity": 1, "gap_ev": 9.07, "smiles": "O=C1C=COC1.C=C(C)I", "mol_weight_g_mol": 252.1, "homo_ev": -8.6, "energy_ha": -720.21031, "charge": 0}

{"formula": "C7H9N", "method": "ωB97M-V with the def2-TZVPD basis set", "symbols": ["C", "C", "C", "C", "C", "N", "C", "C", "H", "H", "H", "H", "H", "H", "H", "H", "H"], "xyz": [[1.22264, 1.90429, 1.93944], [0.66029, 0.95816, 1.27909], [0.16879, -0.25323, 0.74267], [-1.30714, -0.18950, 0.24339], [-1.24122, 0.48503, -1.06821], [0.20710, 0.37280, -1.55606], [0.58008, -0.90502, -0.80666], [1.21078, -1.27127, 0.47741], [1.88907, 2.65506, 2.29976], [-1.77372, -1.19034, 0.26559], [-1.87071, 0.23935, 0.95414], [-1.10322, 1.60813, -0.76790], [-2.13986, 0.46685, -1.87457], [0.37029, 0.32085, -2.49649], [-0.01903, -1.78815, -1.02152], [2.05371, -1.06573, 0.81682], [1.09215, -2.34728, 0.57309]], "multiplicity": 1, "gap_ev": 8.39, "smiles": "C#C[C@@]12CCN[C@H]1C2", "mol_weight_g_mol": 107.2, "homo_ev": -7.6, "energy_ha": -326.58757, "charge": 0}

{"formula": "C7H9N", "method": "ωB97M-V with the def2-TZVPD basis set", "symbols": ["C", "N", "C", "C", "C", "C", "C", "C", "H", "H", "H", "H", "H", "H", "H", "H", "H"], "xyz": [[1.41198, -1.68167, 1.47589], [1.02956, -1.48365, 0.08731], [0.19640, -0.40064, -0.14776], [-0.38724, -0.22253, -1.45574], [-1.26171, 0.73878, -1.77108], [-1.48234, 1.78095, -0.80807], [-0.94292, 1.78870, 0.40514], [-0.03636, 0.71667, 0.77755], [2.05117, -0.96038, 2.00622], [0.54550, -1.89666, 2.09438], [1.84792, -2.39880, 1.38784], [1.78954, -1.29037, -0.50449], [-0.17785, -0.98574, -2.45802], [-1.77857, 0.74141, -2.67764], [-2.07061, 2.51707, -1.09033], [-1.07093, 2.53734, 1.07424], [0.33648, 0.49952, 1.60454]], "multiplicity": 1, "gap_ev": 9.22, "smiles": "CNc1ccccc1", "mol_weight_g_mol": 107.2, "homo_ev": -8.2, "energy_ha": -326.73497, "charge": 0}

{"formula": "C7H9N", "method": "ωB97M-V with the def2-TZVPD basis set", "symbols": ["C", "C", "C", "C", "C", "C", "C", "N", "H", "H", "H", "H", "H", "H", "H", "H", "H"], "xyz": [[-0.35318, 1.95420, 1.04082], [0.25235, 0.87105, 0.53335], [1.38151, 0.17456, 0.97479], [1.44292, -1.08812, 0.45872], [0.25150, -1.33724, -0.46757], [-1.13523, -1.15590, 0.08578], [-0.46981, 0.01943, -0.59300], [-0.67994, 0.40615, -1.88795], [0.01717, 2.37920, 2.00873], [-1.17005, 2.42749, 0.57604], [1.86395, 0.68115, 1.80206], [2.24205, -1.79184, 0.56445], [0.18304, -2.09305, -1.21957], [-1.23923, -1.15129, 1.16505], [-1.83436, -1.75592, -0.53228], [-0.83278, 1.44468, -2.06472], [0.08011, 0.01544, -2.44470]], "multiplicity": 1, "gap_ev": 8.94, "smiles": "C=C1C=C[C@H]2C[C@@]12N", "mol_weight_g_mol": 107.2, "homo_ev": -8.2, "energy_ha": -326.77734, "charge": 0}

{"formula": "C7H9N", "method": "ωB97M-V with the def2-TZVPD basis set", "symbols": ["C", "C", "C", "C", "C", "C", "N", "C", "H", "H", "H", "H", "H", "H", "H", "H", "H"], "xyz": [[-1.12384, 1.08788, -0.36327], [-1.20520, -0.11264, 0.64657], [-0.13900, -1.15148, 0.45621], [0.81119, -1.22392, -0.62282], [1.24991, 0.20983, -0.70293], [0.36147, 1.29740, -0.60816], [0.96012, 0.96451, 0.52834], [-0.01993, 0.02850, 1.50504], [-1.63811, 2.03292, -0.18002], [-1.67305, 0.58152, -1.29509], [-2.20482, -0.74582, 0.94285], [-0.39555, -2.15068, 1.00216], [0.29608, -1.45131, -1.48567], [1.41165, -2.01986, -0.25564], [2.41389, 0.19916, -1.18380], [0.84947, 2.21347, -1.01935], [0.04573, 0.24050, 2.63559]], "multiplicity": 1, "gap_ev": 9.65, "smiles": "C1[C@H]2[C@H]3C[C@H]4[C@@H]1N4[C@H]32", "mol_weight_g_mol": 107.2, "homo_ev": -8.6, "energy_ha": -326.69088, "charge": 0}